{
  "formula": "C26H66BaN4O9",
  "method": "ωB97M-V/def2-TZVPD",
  "energy_ha": -1951.02995,
  "homo_lumo_gap_ev": 8.73,
  "homo_ev": -12.773,
  "total_charge": 2,
  "relative_energy_kj_mol": 247.7,
  "elements": ["Ba", "C", "O", "C", "C", "N", "C", "C", "O", "C", "H", "H", "H", "H", "H", "H", "H", "H", "H", "H", "H", "H", "H", "H", "H", "C", "O", "C", "C", "N", "C", "C", "O", "C", "H", "H", "H", "H", "H", "H", "H", "H", "H", "H", "H", "H", "H", "H", "H", "C", "O", "C", "C", "N", "C", "C", "O", "C", "H", "H", "H", "H", "H", "H", "H", "H", "H", "H", "H", "H", "H", "H", "H", "C", "O", "C", "C", "N", "C", "C", "O", "C", "H", "H", "H", "H", "H", "H", "H", "H", "H", "H", "H", "H", "H", "H", "H", "C", "C", "O", "H", "H", "H", "H", "H", "H"],
  "xyz": [[-0.98448, 0.51309, -0.40074], [2.06458, -2.18465, 0.07843], [1.17243, -1.22258, 0.72334], [1.37922, -1.34962, 2.08497], [2.59053, -0.83937, 2.68836], [2.57449, -0.63764, 4.12866], [3.68219, -1.41495, 4.70789], [3.85551, -0.94766, 6.11062], [4.77276, -1.44869, 6.70294], [5.20986, -0.94111, 7.91695], [1.65048, -3.18011, -0.10187], [2.98488, -2.22819, 0.49725], [2.33558, -1.87811, -0.89270], [1.18978, -2.41069, 2.33305], [0.60894, -0.75672, 2.55933], [2.92369, 0.09737, 2.29500], [3.37585, -1.58204, 2.43770], [2.94305, 0.30893, 4.30714], [4.54221, -1.10895, 4.17660], [3.59617, -2.47717, 4.74264], [2.98957, -1.24066, 6.78751], [4.10206, 0.09985, 6.09470], [4.49061, -0.90452, 8.72047], [5.70538, 0.00048, 7.84969], [6.10413, -1.55407, 8.19285], [2.54027, 1.68859, -0.11843], [1.19971, 2.04291, -0.26150], [1.16798, 3.47213, -0.48671], [0.46118, 3.63273, -1.77436], [-0.97615, 3.36257, -1.59163], [-1.73109, 3.30772, -2.85981], [-1.53505, 1.95714, -3.64029], [-2.26043, 1.55780, -4.52904], [-2.16648, 2.31317, -5.79308], [2.83590, 0.63764, -0.00680], [3.04879, 2.09339, 0.82414], [3.22435, 1.85186, -0.94183], [2.20472, 3.80927, -0.58880], [0.70422, 3.87907, 0.40467], [0.85684, 3.00838, -2.51501], [0.59947, 4.77912, -2.03319], [-1.27384, 4.20814, -1.18947], [-1.59706, 4.13465, -3.58044], [-2.80628, 3.28673, -2.80292], [-1.85153, 1.24812, -2.90562], [-0.56668, 1.84540, -4.07558], [-3.22602, 2.20644, -6.23711], [-1.58814, 1.92416, -6.59487], [-1.98344, 3.38992, -5.80524], [1.99730, -3.69056, -3.21105], [0.87949, -2.95493, -2.66994], [-0.40970, -3.38209, -3.06416], [-1.58989, -2.42750, -2.65696], [-1.25177, -2.11098, -1.24874], [-2.17644, -2.88444, -0.40926], [-1.86433, -2.74259, 1.08702], [-1.87367, -1.56301, 1.46799], [-1.78009, -1.46450, 2.83385], [2.83817, -3.48614, -2.54719], [2.25523, -3.39211, -4.16899], [1.65119, -4.73604, -3.28590], [-0.53036, -4.32211, -2.53042], [-0.55070, -3.66753, -4.10163], [-2.55961, -2.89622, -2.93445], [-1.50434, -1.54682, -3.20876], [-0.46513, -2.76993, -1.10300], [-2.10882, -3.93802, -0.71217], [-3.07177, -2.38931, -0.55175], [-0.96479, -3.28884, 1.27300], [-2.52494, -3.26705, 1.67809], [-1.39163, -0.51134, 3.19292], [-1.07618, -2.15533, 3.35126], [-2.69013, -1.70674, 3.34480], [0.73949, 1.88964, 3.04949], [-0.37623, 1.75741, 2.11519], [-1.53608, 2.23066, 2.74978], [-2.76644, 1.73975, 1.92294], [-2.82469, 2.24751, 0.53377], [-4.11169, 1.93762, 0.04132], [-4.31394, 0.44445, -0.35942], [-3.57661, -0.12519, -1.14557], [-4.07794, -0.18709, -2.52509], [0.67422, 1.11607, 3.77774], [0.64670, 2.83036, 3.53343], [1.66720, 1.93261, 2.57973], [-1.40727, 3.33390, 2.84685], [-1.66766, 1.75195, 3.73085], [-3.66592, 1.80116, 2.39470], [-2.58774, 0.63489, 1.91924], [-2.68791, 3.23044, 0.52527], [-4.41928, 2.50952, -0.82841], [-4.86307, 2.16389, 0.70211], [-5.31517, 0.30111, -0.53652], [-4.22486, -0.22484, 0.60061], [-3.35599, -0.76124, -3.05450], [-4.39247, 0.80439, -3.02370], [-4.96428, -0.92089, -2.53716], [1.31538, -0.30598, -4.65113], [1.80854, 0.20360, -3.42502], [0.86617, -0.02658, -2.36929], [2.08909, -0.28136, -5.43257], [0.44467, 0.26853, -5.02240], [1.09885, -1.36253, -4.71366], [1.89792, 1.26463, -3.46921], [2.67284, -0.24395, -3.01081], [0.83638, -1.00953, -2.38099]],
  "forces_ev_per_a": [[1.15, -0.15, 0.14], [-2.65, 0.45, -1.43], [1.52, -0.92, -2.03], [-3.26, -0.45, 1.59], [3.30, -0.45, -0.09], [0.15, -0.41, 0.34], [-0.79, 0.77, 0.89], [-8.69, 4.00, -2.30], [10.98, -6.67, 4.95], [2.23, -1.22, 0.56], [-0.36, 0.05, 0.74], [2.58, -0.34, 2.16], [-0.30, 0.99, -1.39], [0.20, 0.30, 0.40], [-0.63, -0.10, 0.01], [-0.07, 0.53, -1.08], [0.13, 0.58, 0.18], [-0.84, -0.40, -0.18], [1.52, -0.25, -0.63], [-0.53, -0.84, -0.54], [-1.04, 1.34, -1.33], [-1.25, 1.85, -0.40], [-0.62, -0.25, 0.09], [-0.21, 1.43, -0.59], [-1.12, -0.02, 0.14], [2.84, -1.35, 1.88], [1.28, -0.10, 0.13], [0.57, -1.33, 0.08], [-1.20, 4.13, 0.36], [-0.04, -0.94, -1.61], [-0.13, -0.43, -2.46], [6.02, 2.62, 7.69], [-7.65, -0.61, -10.60], [-3.98, -0.28, -0.90], [-1.63, -0.40, 0.18], [-0.88, 0.18, -1.18], [-0.32, 1.24, -0.74], [-0.32, 0.27, 0.18], [-0.25, 0.61, -0.10], [0.79, -0.75, -1.09], [-0.12, -2.12, -0.18], [-0.89, 1.01, 1.15], [0.67, 0.16, 0.54], [-0.66, 0.27, 1.26], [1.26, -0.96, 1.84], [2.22, 0.16, 1.20], [1.49, 0.31, 0.75], [1.29, -1.12, 0.03], [0.15, -0.09, 1.11], [-1.61, -0.90, 1.75], [0.11, 1.49, -0.52], [-1.37, -1.06, -0.46], [2.48, -1.58, 0.04], [0.17, -2.17, 0.58], [0.77, -0.04, 1.36], [0.56, -7.74, -4.58], [0.85, 9.28, 1.69], [1.16, 0.06, 3.14], [-0.12, -0.50, 0.03], [0.32, 0.89, -2.01], [0.79, 0.12, 0.37], [-0.54, -0.42, 0.21], [0.62, 0.31, -0.55], [0.56, 0.07, 0.83], [0.13, 1.56, -1.16], [0.42, 1.59, 0.00], [-0.71, 0.13, 0.22], [-2.55, 0.12, -0.42], [1.62, -0.28, 0.20], [-2.27, -2.05, 0.83], [-0.41, 0.28, -0.50], [0.00, -0.09, -1.07], [-1.09, 0.14, -0.01], [-2.05, 0.30, -0.34], [1.18, -0.36, 0.25], [-1.42, 0.30, -0.44], [4.11, -0.78, -0.91], [0.49, -0.69, 1.43], [-0.49, -1.51, -3.23], [-4.19, 3.06, 10.55], [6.23, -3.56, -9.37], [-1.92, -0.66, 0.09], [0.14, -0.72, 0.60], [-0.23, 0.96, 0.66], [1.34, -0.43, -1.28], [-0.62, -0.57, 0.16], [0.18, 0.38, 0.08], [-2.55, 0.83, 1.68], [-0.23, 0.72, -0.40], [0.26, 0.92, 0.08], [0.61, 0.44, -0.46], [-1.98, 0.39, 2.03], [-2.88, 0.06, -0.78], [-0.22, 1.44, -0.55], [0.76, 0.38, -0.72], [0.84, -1.44, 1.07], [0.81, 1.39, 0.30], [-0.44, -0.84, -4.08], [-0.38, 0.86, 2.69], [-0.86, -1.03, 0.41], [-0.06, 0.62, 0.05], [0.41, -0.42, 0.16], [-0.48, -0.38, 0.69], [0.54, 0.86, -0.07], [1.61, -0.30, -0.40], [-0.32, 0.30, 0.34]]
}